[1]
A cluster of 4 separate species, C17H40BF3N5O6 in total at a distorted geometry. Source: the Open Molecules 2025 dataset; level of theory: ωB97M-V with the def2-TZVPD basis set.

The value obtained for the HOMO-LUMO gap is 8.49 eV. As for the HOMO energy: -11.51 eV. The calculation puts the calculated total energy at -46837.8380 eV.

Structure (ORCA input):
```
! wB97M-V def2-TZVPD RIJCOSX def2/J DEFGRID3
* xyz 1 1
O 3.729 -1.553 -3.161
B 2.403 -1.290 -3.379
O 1.903 -1.124 -4.650
C 1.388 -1.097 -2.204
C 0.092 -0.648 -2.318
N -0.441 -0.608 -1.070
C 0.460 -1.018 -0.182
N 1.574 -1.323 -0.844
C 2.748 -1.845 -0.138
O 3.243 -3.031 -0.694
C 2.443 -4.123 -0.580
F 1.967 -4.265 0.651
F 3.148 -5.173 -0.910
F 1.389 -4.040 -1.397
H 3.970 -2.463 -3.357
H 2.269 -0.335 -5.063
H -0.432 -0.383 -3.213
H -1.388 -0.328 -0.869
H 0.331 -1.100 0.880
H 2.487 -1.987 0.906
H 3.538 -1.107 -0.179
C -2.616 -3.253 -0.737
C -3.632 -2.365 -1.453
C -5.010 -3.020 -1.625
O -5.065 -3.985 -2.649
C -4.620 -5.285 -2.298
N -3.064 -1.918 -2.733
H -2.220 -4.039 -1.379
H -1.765 -2.662 -0.406
H -3.054 -3.721 0.145
H -3.787 -1.473 -0.833
H -5.716 -2.241 -1.921
H -5.371 -3.438 -0.677
H -4.872 -5.528 -1.262
H -3.544 -5.397 -2.451
H -5.127 -5.990 -2.954
H -3.699 -1.250 -3.161
H -3.080 -2.713 -3.368
C 2.865 2.229 4.697
C 3.311 0.805 4.379
C 3.064 0.394 2.921
O 1.709 0.089 2.608
C 0.883 1.213 2.343
N 2.694 -0.112 5.338
H 1.783 2.301 4.813
H 3.309 2.556 5.635
H 3.176 2.928 3.917
H 4.393 0.760 4.530
H 3.620 -0.528 2.731
H 3.447 1.154 2.227
H 1.436 2.002 1.826
H 0.432 1.608 3.254
H 0.072 0.881 1.692
H 3.078 -1.046 5.221
H 1.710 -0.208 5.104
C -0.716 6.338 0.099
C -1.558 5.127 0.486
C -0.734 3.854 0.725
O -0.270 3.200 -0.447
C 0.910 3.746 -1.014
N -2.606 4.937 -0.520
H -0.393 6.295 -0.941
H -1.301 7.249 0.214
H 0.170 6.426 0.732
H -2.049 5.359 1.434
H -1.380 3.122 1.219
H 0.107 4.050 1.403
H 1.588 4.118 -0.241
H 0.683 4.549 -1.716
H 1.411 2.948 -1.564
H -3.249 4.213 -0.213
H -2.176 4.561 -1.360
*
```

Which charges does Mulliken predict for the atoms? In e, they are: -0.543, 0.516, -0.512, 0.340, -1.032, 0.440, -1.103, 0.411, -0.930, -0.300, 0.961, -0.255, -0.238, -0.234, 0.312, 0.324, 0.534, 0.135, 1.084, 0.607, 0.247, -0.646, 0.295, -0.909, -0.389, -0.633, -0.495, 0.204, -0.343, 0.426, 0.380, 0.384, 0.450, 0.304, 0.227, 0.259, 0.283, 0.272, -1.406, 0.184, -0.646, -0.261, -0.693, -0.707, 0.275, 0.356, 0.338, 0.459, 0.326, 0.440, 0.345, 0.375, 0.177, 0.286, 0.309, -1.430, 0.149, -0.561, -0.183, -0.784, -0.699, 0.302, 0.357, 0.342, 0.447, 0.278, 0.398, 0.362, 0.252, 0.207, 0.273, 0.299

[2]
A cluster of 7 separate species, C47H49O12S in total at a distorted geometry. Source: the Open Molecules 2025 dataset; level of theory: ωB97M-V with the def2-TZVPD basis set.

The value obtained for the HOMO-LUMO gap is 7.88 eV. As for the HOMO energy: -11.36 eV. The calculation puts the calculated total energy at -84922.1026 eV.

Structure (ORCA input):
```
! wB97M-V def2-TZVPD RIJCOSX def2/J DEFGRID3
* xyz 1 1
C -1.781 -2.102 -0.749
C -2.183 -0.622 -0.619
C -2.547 0.049 -1.951
C -2.400 1.574 -1.984
C -2.941 2.354 -0.779
C -4.469 2.523 -0.771
C -5.258 1.369 -0.158
C -6.765 1.652 -0.082
C -7.683 0.416 -0.148
C -8.619 0.303 -1.359
C -8.041 -0.212 -2.671
S -6.731 0.758 -3.486
H -2.447 -2.756 -0.179
H -1.794 -2.427 -1.794
H -0.769 -2.261 -0.366
H -1.362 -0.054 -0.161
H -3.030 -0.538 0.076
H -1.911 -0.381 -2.741
H -3.575 -0.239 -2.230
H -1.340 1.810 -2.131
H -2.907 1.961 -2.881
H -2.489 3.350 -0.793
H -2.621 1.884 0.160
H -4.731 3.436 -0.225
H -4.792 2.678 -1.816
H -5.089 0.434 -0.719
H -4.865 1.182 0.849
H -6.969 2.164 0.863
H -7.043 2.378 -0.865
H -7.088 -0.506 -0.061
H -8.332 0.420 0.731
H -9.387 -0.446 -1.125
H -9.164 1.240 -1.531
H -8.791 -0.268 -3.466
H -7.595 -1.207 -2.565
H -5.699 0.435 -2.682
H -6.954 1.933 -2.880
C 1.008 -0.587 3.762
C 0.639 -1.285 2.690
C 1.617 -1.641 1.629
O 1.289 -2.313 0.669
C 3.004 -1.160 1.786
C 3.379 -0.456 2.850
C 2.416 -0.125 3.933
O 2.753 0.501 4.915
H 0.323 -0.339 4.563
H -0.368 -1.664 2.557
H 3.690 -1.416 0.988
H 4.390 -0.094 2.972
C 2.162 -5.920 5.208
C 1.141 -5.112 5.475
C 0.338 -4.502 4.393
O -0.564 -3.727 4.645
C 0.707 -4.826 2.991
C 1.718 -5.646 2.720
C 2.528 -6.261 3.809
O 3.455 -6.997 3.557
H 2.781 -6.350 5.985
H 0.864 -4.837 6.484
H 0.114 -4.357 2.215
H 2.012 -5.899 1.709
C 3.303 -1.294 7.522
C 2.819 -0.344 8.318
C 2.017 -0.685 9.522
O 1.568 0.176 10.246
C 1.778 -2.127 9.803
C 2.259 -3.074 9.004
C 3.057 -2.731 7.800
O 3.480 -3.594 7.057
H 3.884 -1.072 6.636
H 2.977 0.710 8.132
H 1.193 -2.346 10.688
H 2.099 -4.130 9.187
C 3.441 2.620 -2.195
C 4.272 2.304 -1.203
C 3.771 2.139 0.184
O 4.484 1.852 1.119
C 2.315 2.332 0.421
C 1.493 2.654 -0.568
C 1.991 2.826 -1.955
O 1.228 3.123 -2.849
H 3.786 2.728 -3.213
H 5.331 2.148 -1.365
H 1.981 2.205 1.443
H 0.431 2.814 -0.418
C 0.330 -0.675 -5.869
C -0.921 -0.911 -6.257
C -2.077 -0.468 -5.436
O -3.220 -0.684 -5.777
C -1.782 0.250 -4.170
C -0.534 0.484 -3.777
C 0.625 0.040 -4.599
O 1.762 0.257 -4.244
H 1.190 -0.987 -6.447
H -1.161 -1.431 -7.175
H -2.647 0.569 -3.599
H -0.294 1.012 -2.865
C 5.493 3.755 -5.663
C 5.809 4.475 -6.736
C 7.221 4.615 -7.184
O 7.505 5.271 -8.160
C 8.264 3.917 -6.388
C 7.946 3.198 -5.316
C 6.537 3.062 -4.868
O 6.257 2.402 -3.887
H 4.469 3.641 -5.328
H 5.068 4.990 -7.334
H 9.283 4.033 -6.735
H 8.685 2.680 -4.718
*
```

These are the Mulliken partial charges, in e, on atoms 1 to 99: -1.062, -0.286, 0.216, 0.053, -1.339, -0.568, -0.154, -1.056, -0.733, -0.730, -0.623, 0.077, 0.347, 0.444, 0.009, 0.173, 0.112, 0.588, -0.143, -0.538, 0.687, 0.413, 0.421, 0.430, 0.116, -0.029, 0.413, 0.475, 0.560, 0.425, 0.319, 0.380, 0.303, 0.455, 0.426, 0.207, 0.259, -0.569, -0.295, 0.729, -0.724, -0.639, -0.584, 0.493, -0.607, 0.533, 0.583, 0.581, 0.460, -0.344, -0.399, 0.421, -0.596, -0.407, -0.319, 0.300, -0.544, 0.405, 0.488, 0.530, 0.445, -0.347, -0.419, 0.356, -0.547, -0.431, -0.265, 0.351, -0.543, 0.526, 0.438, 0.417, 0.463, -0.186, -0.571, 0.232, -0.556, -0.307, -0.169, 0.456, -0.616, 0.221, 0.526, 0.518, 0.494, -0.526, -0.557, 0.036, -0.589, 0.145, 0.336, -0.185, -0.497, 0.473, 0.443, 0.377, 0.503, -0.156, -0.472

[3]
A cluster of 2 separate species, C5H13NO3 in total at a distorted geometry. Source: the Open Molecules 2025 dataset; level of theory: ωB97M-V with the def2-TZVPD basis set.

The value obtained for the HOMO-LUMO gap is 10.37 eV. As for the HOMO energy: -9.76 eV. As for the SMILES: CC(=O)N[C@@H](C)CO.O. Its relative energy (zero: lowest compared OMol25 entry of this formula, charge and spin) is 23.2 kcal/mol. The calculation puts the calculated total energy at -13028.2233 eV.

Structure (ORCA input):
```
! wB97M-V def2-TZVPD RIJCOSX def2/J DEFGRID3
* xyz 0 1
C -0.432 -0.586 0.941
C 0.280 0.352 -1.255
C 1.452 -0.587 -1.575
C -1.501 -1.395 1.632
C 0.766 1.696 -0.715
N -0.658 -0.311 -0.349
O -0.859 1.573 2.105
O 0.657 -0.282 1.515
O 1.033 -1.779 -2.216
H 0.079 0.917 2.095
H -1.194 1.718 2.993
H 0.707 -1.560 -3.096
H -1.532 -0.626 -0.740
H -0.285 0.526 -2.179
H 1.921 -0.894 -0.640
H 2.188 -0.049 -2.185
H -1.625 -2.353 1.124
H -2.448 -0.857 1.620
H -1.212 -1.572 2.664
H 1.262 2.254 -1.508
H 1.472 1.543 0.097
H -0.071 2.271 -0.326
*
```

Which charges does natural (NBO) predict for the atoms? In e, they are: 0.754, -0.063, -0.075, -0.709, -0.629, -0.581, -1.048, -0.725, -0.715, 0.507, 0.464, 0.460, 0.402, 0.191, 0.205, 0.164, 0.231, 0.241, 0.243, 0.208, 0.233, 0.242

[4]
The molecule C12H13NOS at a distorted geometry. Source: the Open Molecules 2025 dataset; level of theory: ωB97M-V with the def2-TZVPD basis set.

The value obtained for the HOMO-LUMO gap is 9.69 eV. As for the HOMO energy: -9.04 eV. As for the SMILES: Cc1noc(C)c1[C@@H](S)c1ccccc1. Its relative energy (zero: lowest compared OMol25 entry of this formula, charge and spin) is 12.9 kcal/mol. The calculation puts the calculated total energy at -27025.3416 eV.

Structure (ORCA input):
```
! wB97M-V def2-TZVPD RIJCOSX def2/J DEFGRID3
* xyz 0 1
C -3.348 -0.909 -0.786
C -3.195 -0.738 0.550
C -2.369 -0.599 -1.677
C -2.071 -0.138 1.046
C -1.285 0.101 -1.224
C -1.155 0.356 0.142
C 1.442 0.347 0.242
C 1.524 -1.123 0.488
C 2.656 0.631 -0.312
C 0.576 -2.127 1.053
C 3.383 1.909 -0.493
C 0.058 1.046 0.584
N 2.644 -1.510 0.068
O 3.368 -0.467 -0.431
S 0.117 2.758 -0.230
H -4.241 -1.309 -1.136
H -4.025 -1.023 1.316
H -2.380 -0.954 -2.678
H -1.792 -0.143 2.121
H -0.532 0.497 -1.891
H 0.202 -2.087 2.100
H -0.337 -2.094 0.507
H 1.151 -3.087 0.841
H 4.015 1.949 0.417
H 4.010 1.891 -1.391
H 2.706 2.693 -0.417
H 0.046 1.361 1.692
H -1.170 2.767 -0.501
*
```

Which charges does natural (NBO) predict for the atoms? In e, they are: -0.218, -0.202, -0.200, -0.206, -0.196, -0.075, -0.184, 0.175, 0.340, -0.660, -0.652, -0.301, -0.151, -0.281, -0.072, 0.212, 0.220, 0.218, 0.219, 0.230, 0.231, 0.232, 0.247, 0.232, 0.236, 0.234, 0.241, 0.132

[5]
A cluster of 2 separate species, C2H5BO4 in total at a distorted geometry. Source: the Open Molecules 2025 dataset; level of theory: ωB97M-V with the def2-TZVPD basis set.

The value obtained for the HOMO-LUMO gap (alpha / beta) is 7.96 / 7.04 eV. As for the HOMO energy (alpha / beta): -8.53 / -7.39 eV. Its relative energy (zero: lowest compared OMol25 entry of this formula, charge and spin) is 104.3 kcal/mol. The calculation puts the calculated total energy at -11018.9196 eV.

Structure (ORCA input):
```
! wB97M-V def2-TZVPD RIJCOSX def2/J DEFGRID3
* xyz 0 1
B 0.687 -1.905 -1.131
C -0.963 0.404 0.246
C -0.495 2.483 1.101
O -2.188 0.524 0.307
O 1.973 -1.735 -1.050
O -0.073 -2.931 -1.460
O -0.079 1.304 0.447
H 0.087 2.600 2.111
H -1.529 2.207 1.338
H -0.458 3.363 0.560
H 2.640 -2.465 -1.276
H 0.399 -3.850 -1.192
*
```

Which charges does natural (NBO) predict for the atoms? In e, they are: 1.013, 0.696, -0.282, -0.602, -0.944, -0.933, -0.514, 0.188, 0.211, 0.194, 0.494, 0.480

[6]
The molecule C20H22N4O3S at a distorted geometry. Source: the Open Molecules 2025 dataset; level of theory: ωB97M-V with the def2-TZVPD basis set.

The value obtained for the HOMO-LUMO gap is 8.23 eV. As for the HOMO energy: -8.02 eV. As for the SMILES: CCOC(=O)c1c(NC(=O)Cn2nnc3ccccc32)sc2c1CC[C@H](C)C2. Its relative energy (zero: lowest compared OMol25 entry of this formula, charge and spin) is 53.5 kcal/mol. The calculation puts the calculated total energy at -44036.1964 eV.

Structure (ORCA input):
```
! wB97M-V def2-TZVPD RIJCOSX def2/J DEFGRID3
* xyz 0 1
C -1.573 -3.541 -0.307
C -1.102 -2.926 1.001
H -1.951 -2.626 1.619
H -0.461 -3.627 1.544
O -0.369 -1.718 0.772
C 0.945 -1.845 0.457
O 1.496 -2.918 0.403
C 1.587 -0.557 0.197
C 0.994 0.683 0.335
N -0.283 0.944 0.783
C -0.810 2.188 0.813
O -0.206 3.181 0.470
C -2.250 2.233 1.340
N -3.004 1.076 0.972
C -3.639 0.798 -0.200
C -3.861 1.506 -1.375
C -4.572 0.854 -2.356
C -5.049 -0.456 -2.185
C -4.832 -1.165 -1.028
C -4.112 -0.525 -0.019
N -3.718 -0.935 1.219
N -3.071 0.002 1.776
H -5.195 -2.170 -0.891
H -5.600 -0.912 -2.993
H -4.770 1.359 -3.289
H -3.490 2.510 -1.510
H -2.212 2.278 2.434
H -2.730 3.140 0.963
H -0.808 0.130 1.092
S 2.037 1.981 -0.100
C 3.311 0.852 -0.468
C 2.936 -0.438 -0.273
C 3.871 -1.579 -0.511
C 5.111 -1.125 -1.281
H 4.848 -0.985 -2.331
C 5.681 0.192 -0.745
C 6.078 0.089 0.725
H 6.738 -0.761 0.882
H 6.602 0.990 1.038
H 5.201 -0.029 1.355
C 4.645 1.304 -0.952
H 4.580 1.555 -2.016
H 4.947 2.211 -0.423
H 6.576 0.441 -1.326
H 5.873 -1.905 -1.230
H 4.153 -2.010 0.453
H 3.354 -2.367 -1.060
H -0.719 -3.830 -0.915
H -2.179 -2.827 -0.861
H -2.171 -4.423 -0.096
*
```

Which charges does natural (NBO) predict for the atoms? In e, they are: -0.634, -0.081, 0.212, 0.200, -0.546, 0.791, -0.601, -0.264, 0.050, -0.625, 0.667, -0.587, -0.310, -0.204, 0.151, -0.245, -0.189, -0.223, -0.186, 0.036, -0.224, -0.032, 0.231, 0.220, 0.221, 0.225, 0.256, 0.242, 0.455, 0.502, -0.209, -0.008, -0.430, -0.390, 0.200, -0.201, -0.614, 0.208, 0.209, 0.210, -0.436, 0.216, 0.216, 0.205, 0.209, 0.220, 0.239, 0.222, 0.208, 0.217